DFT (the ωB97M-V functional and the def2-TZVPD basis) results for a cluster of 11 separate species, C15H52O15 in total in a non-equilibrium geometry.

```
82
Properties=species:S:1:pos:R:3:mulliken_charge:R:1
O 4.843 5.330 -3.177 -0.51
C 5.146 5.584 -1.862 -0.35
C 5.089 4.295 -1.000 -0.34
O 5.969 3.274 -1.508 -0.56
H 5.636 4.962 -3.574 0.31
H 6.106 6.098 -1.798 0.29
H 4.388 6.196 -1.372 0.30
H 4.150 3.755 -1.125 0.24
H 5.334 4.400 0.057 0.31
H 5.536 2.692 -2.138 0.31
O 5.791 -0.983 5.112 -0.52
C 5.365 0.140 4.302 -0.47
C 3.873 0.437 4.509 -0.18
O 3.569 0.762 5.830 -0.54
H 6.042 -0.592 5.952 0.30
H 5.893 1.049 4.591 0.30
H 5.553 -0.218 3.289 0.28
H 3.210 -0.387 4.248 0.25
H 3.628 1.326 3.929 0.27
H 2.771 1.265 6.008 0.30
O 1.316 4.553 -6.832 -0.54
C 1.473 3.218 -7.171 -0.33
C 0.326 2.418 -6.551 -0.39
O 0.511 2.024 -5.218 -0.51
H 1.802 4.704 -6.018 0.32
H 1.617 2.964 -8.221 0.32
H 2.424 2.916 -6.734 0.21
H 0.086 1.640 -7.276 0.34
H -0.475 3.151 -6.454 0.27
H 0.391 2.826 -4.706 0.29
O -6.393 -5.519 -4.002 -0.50
C -6.227 -5.601 -2.598 -0.36
C -5.736 -4.317 -1.900 -0.38
O -4.596 -3.788 -2.600 -0.53
H -5.547 -5.296 -4.395 0.31
H -7.183 -5.876 -2.152 0.30
H -5.514 -6.387 -2.349 0.26
H -5.437 -4.560 -0.881 0.25
H -6.560 -3.634 -1.691 0.32
H -3.870 -4.367 -2.357 0.32
C -1.693 -0.100 0.965 -0.48
O -1.872 0.308 2.289 -0.48
H -1.396 -1.147 1.017 0.23
H -2.534 0.108 0.303 0.23
H -0.847 0.450 0.552 0.20
H -2.514 -0.301 2.661 0.30
C 0.216 -7.562 -2.200 -0.52
O -0.287 -6.415 -1.563 -0.48
H 0.700 -7.230 -3.119 0.21
H 0.931 -8.107 -1.584 0.25
H -0.574 -8.251 -2.499 0.25
H -0.578 -6.675 -0.686 0.29
C 0.408 5.163 4.534 -0.51
O -0.169 4.145 5.386 -0.50
H 1.494 5.068 4.532 0.23
H 0.079 5.136 3.495 0.23
H 0.309 6.190 4.887 0.25
H -0.525 3.408 4.884 0.31
C -5.600 -0.494 6.350 -0.55
O -5.568 -1.074 5.082 -0.47
H -5.562 -1.246 7.139 0.24
H -4.790 0.210 6.542 0.22
H -6.509 0.108 6.377 0.25
H -6.437 -1.483 5.095 0.31
C -2.705 5.265 -1.353 -0.48
O -1.549 5.667 -2.052 -0.48
H -3.135 4.368 -1.798 0.21
H -2.574 5.087 -0.285 0.21
H -3.439 6.066 -1.443 0.24
H -1.564 6.621 -2.157 0.31
C 3.594 -2.062 -2.356 -0.53
O 3.901 -0.953 -3.184 -0.49
H 4.487 -2.472 -1.883 0.24
H 2.991 -1.737 -1.509 0.24
H 3.132 -2.925 -2.834 0.24
H 3.102 -0.540 -3.521 0.30
C -2.043 -5.280 4.127 -0.54
O -2.145 -6.188 3.059 -0.47
H -1.645 -4.290 3.905 0.20
H -3.048 -5.008 4.452 0.24
H -1.382 -5.664 4.904 0.23
H -2.960 -6.619 3.324 0.33
```

Charge   0
SMILES   OCCO.OCCO.OCCO.OCCO.CO.CO.CO.CO.CO.CO.CO
Energy relative to the best compared isomer or geometry (same formula, charge and spin)   104.7 kcal/mol
HOMO-LUMO gap   0.3640 Ha